No. 1
ORCA calculation (ωB97M-V/def2-TZVPD) on C18H46N6O9P2S as an isolated structure.

Each line ends with the Mulliken charge.
Cartesian coordinates (Å):
1 N 3.924 5.850 1.466  0.165
2 O -1.991 -2.325 -3.577  -0.165
3 H -10.022 -3.860 -3.135  0.291
4 C -0.241 -7.785 -1.560  -0.820
5 H 0.219 -8.431 -2.308  0.301
6 H 0.363 3.776 1.300  0.189
7 H -6.459 -2.980 -2.544  -0.164
8 O -4.370 -1.820 -2.897  -0.524
9 H 3.654 9.816 6.909  0.296
10 N -3.002 -3.527 -1.398  -0.574
11 O -7.411 -4.703 -3.042  -0.620
12 H -1.317 -7.930 -1.568  0.377
13 H 2.147 2.771 0.468  0.064
14 H -9.004 -0.899 -2.160  0.333
15 H 4.331 -4.680 -2.474  0.396
16 N 3.636 8.278 5.494  0.148
17 O -0.258 -2.971 -5.141  -0.559
18 O 5.604 7.407 4.783  -0.573
19 H -0.073 -8.714 1.723  0.293
20 H 1.805 7.580 4.772  0.398
21 H 2.883 -5.413 -3.113  0.346
22 H -9.692 -4.507 -1.526  0.289
23 O 2.176 1.286 -0.922  -0.581
24 H 3.629 -1.109 -2.420  0.423
25 H 2.043 -0.790 -1.715  0.237
26 H 3.539 6.570 -0.463  0.329
27 H -0.012 -6.751 -1.820  0.161
28 P -3.352 -3.116 -3.036  0.224
29 C 4.976 8.190 5.473  0.071
30 C 2.866 5.064 1.672  0.130
31 H 3.389 -5.848 -1.513  0.325
32 C -0.545 1.378 -0.977  -0.910
33 C 1.606 2.089 -0.200  0.228
34 H 2.286 -0.440 -3.392  0.342
35 C -8.361 -1.571 -1.588  -0.827
36 P 1.961 -2.795 -3.033  -0.029
37 H -0.296 1.532 -2.028  0.282
38 H -8.671 -1.549 -0.540  0.330
39 C 3.336 -5.019 -2.209  -1.229
40 H 3.081 6.348 4.896  0.279
41 H -2.828 -2.665 -0.875  0.245
42 H 5.980 5.458 1.418  0.382
43 C 2.939 9.229 6.338  -0.917
44 C -0.623 -8.523 0.804  -0.928
45 S -0.692 -3.323 -3.835  0.662
46 H -10.503 -2.934 -1.695  0.378
47 N 0.286 -8.096 -0.240  0.120
48 H -1.367 -7.747 0.993  0.335
49 H 3.137 7.542 3.596  0.156
50 H -1.595 1.610 -0.816  0.416
51 C 5.192 5.643 2.150  -0.978
52 H -7.334 -1.219 -1.659  0.221
53 H 2.281 8.703 7.032  0.327
54 H -1.135 -9.439 0.504  0.335
55 O 2.405 -7.618 -0.881  -0.589
56 H 4.738 7.492 0.472  0.388
57 H 5.122 4.787 2.818  0.291
58 N -8.458 -2.919 -2.109  0.065
59 H -1.030 2.674 1.431  0.345
60 H 5.471 8.905 6.150  0.260
61 C 3.798 6.951 0.525  -1.038
62 H 3.146 -3.294 -0.971  0.353
63 H 3.062 4.257 2.399  0.327
64 H -0.363 0.328 -0.739  0.225
65 H 1.656 -4.249 -1.078  0.352
66 H 2.339 9.904 5.724  0.329
67 C -0.370 3.202 0.736  -0.753
68 H 5.438 6.524 2.736  0.432
69 C 2.563 -1.126 -2.603  -1.011
70 H -3.882 -1.111 -2.435  0.318
71 O 1.779 5.199 1.126  -0.685
72 H -0.964 3.894 0.136  0.309
73 H 1.914 -8.227 0.997  0.289
74 C -9.746 -3.591 -2.115  -0.950
75 C -7.383 -3.573 -2.594  0.704
76 O 0.273 -2.586 -2.758  -0.027
77 H -3.887 -3.866 -1.024  0.307
78 H 3.005 7.628 0.846  0.310
79 C 2.508 -3.873 -1.631  -0.435
80 C 1.609 -7.974 -0.033  0.107
81 C 2.867 7.387 4.641  -0.806
82 N 0.275 2.233 -0.136  0.156

Output
Charge: 0
LUMO (hartree): 0.0134
Frontier orbital gap (eV): 8.38
HOMO (eV): -8.0

No. 2
ORCA calculation (ωB97M-V/def2-TZVPD) on a 8-piece molecular cluster, C18H47N18O10S overall.

Each line ends with the Mulliken charge.
Cartesian coordinates (Å):
1 N -3.201 -0.894 1.232  0.272
2 O -1.619 -1.017 -1.670  -0.014
3 H -6.335 2.322 0.643  0.372
4 H 2.078 -6.155 -0.077  0.211
5 N -0.152 -4.969 1.850  -0.341
6 C -7.838 1.051 -0.615  -0.500
7 H 5.655 2.052 5.118  0.183
8 C 2.687 -3.444 4.084  0.582
9 N 9.912 2.490 7.432  -0.437
10 C -6.373 1.268 0.087  -0.757
11 H 1.757 -1.625 3.720  0.243
12 N 5.248 2.293 4.230  -0.364
13 O -0.074 -4.968 -0.405  -0.618
14 H -8.366 2.094 -0.701  0.302
15 N 2.222 1.277 0.947  -0.239
16 H -11.949 -2.064 -2.412  0.250
17 H -9.669 -2.123 -2.384  0.268
18 H -9.570 0.243 -3.709  0.314
19 N -11.622 -1.180 -1.959  -0.615
20 O 5.683 2.353 -4.410  -0.649
21 H -3.175 -3.712 -1.397  0.229
22 H 3.765 1.086 -3.651  0.209
23 H 2.014 -6.154 1.662  0.192
24 H 10.438 3.255 7.818  0.157
25 C 5.824 1.999 3.050  0.668
26 C 0.424 -5.263 0.669  0.568
27 H 0.469 0.432 -4.570  0.181
28 H 4.993 1.487 -6.628  0.213
29 N -3.748 2.324 -2.907  -0.823
30 H -9.964 1.112 -2.080  0.228
31 H -9.876 -1.201 -0.669  0.127
32 C -9.403 0.167 -2.549  -0.682
33 O -4.176 -1.065 0.285  -0.228
34 N 2.822 0.929 -3.979  -0.297
35 C -10.087 -1.152 -1.843  -0.245
36 H -0.131 0.781 0.356  0.070
37 H -1.456 -4.443 -1.987  0.341
38 H 2.556 1.257 -4.892  0.108
39 C -4.016 -0.014 -0.733  0.016
40 O 2.568 -4.656 4.159  -0.697
41 H 4.362 2.779 4.208  0.212
42 O -3.850 -0.509 2.216  -0.308
43 N 0.742 0.107 -3.658  -0.263
44 N 5.526 2.344 -6.660  -0.384
45 H -0.533 -0.026 1.845  0.107
46 H 9.504 4.652 6.295  0.172
47 H 10.014 1.567 7.832  0.219
48 N 3.854 -2.808 4.297  -0.338
49 C 5.931 2.867 -5.488  0.667
50 H 1.956 1.605 0.034  0.095
51 O 8.430 1.693 5.929  -0.647
52 C -2.687 -0.006 -1.750  0.287
53 N -4.774 2.250 -2.017  0.579
54 N 8.982 3.881 5.915  -0.355
55 H 0.762 -3.049 3.612  0.141
56 N 1.600 -5.910 0.779  -0.406
57 H 7.414 1.108 4.043  0.213
58 C -1.868 -2.166 -2.555  -0.281
59 N 1.663 -2.625 3.782  -0.209
60 H 6.842 4.436 -6.497  0.160
61 H -1.524 -3.269 -0.513  -0.001
62 H 3.165 1.434 1.274  0.175
63 H -12.062 -1.206 -0.995  0.245
64 C -5.097 1.246 -0.942  0.562
65 C -2.034 -3.493 -1.553  -0.658
66 H 0.255 -5.210 2.737  0.216
67 H -6.237 0.444 0.931  0.284
68 C -2.695 1.271 -2.831  -0.181
69 H 8.360 4.041 5.134  0.220
70 H 7.478 1.107 2.303  0.195
71 H -7.292 1.117 -2.895  0.188
72 H -5.415 4.677 -1.398  0.249
73 N 6.635 4.008 -5.610  -0.408
74 H -1.765 1.333 -3.577  0.315
75 S -5.960 3.580 -2.140  -0.117
76 H -8.496 0.322 0.060  0.158
77 O 1.706 0.232 2.878  -0.792
78 H -1.038 -4.483 1.828  0.161
79 N 0.142 0.456 1.267  -0.167
80 H -0.843 -2.361 -3.135  0.317
81 H -7.319 -0.678 -2.172  0.207
82 O 5.326 2.294 1.976  -0.718
83 C -7.803 0.386 -2.113  -0.061
84 C 1.979 0.280 -3.154  0.560
85 H 6.965 4.445 -4.761  0.225
86 C 1.379 0.628 1.772  0.664
87 C 9.065 2.625 6.394  0.633
88 O 2.306 -0.117 -2.047  -0.628
89 H 4.658 -3.375 4.528  0.207
90 H 3.956 -1.809 4.236  0.162
91 N 7.000 1.352 3.159  -0.347
92 H 5.729 2.765 -7.551  0.168
93 H 0.067 -0.374 -3.081  0.172
94 H -2.775 -2.030 -3.284  0.337

Output
Charge: +1
LUMO (hartree): -0.1923
Frontier orbital gap (eV): 5.47
HOMO (eV): -10.7

No. 3
ORCA calculation (ωB97M-V/def2-TZVPD) on C18H47O17S5V as an isolated structure.

Each line ends with the Mulliken spin population.
Cartesian coordinates (Å):
1 H 16.967 -11.559 30.535  0.000
2 S 18.796 -11.025 25.388  -0.007
3 H 23.698 -14.559 25.450  0.000
4 H 17.072 -10.410 29.193  0.000
5 H 23.814 -16.259 30.186  0.000
6 H 13.457 -12.680 28.911  0.000
7 H 21.321 -15.686 34.409  0.000
8 C 17.201 -9.097 26.005  0.000
9 H 22.360 -18.525 30.186  0.000
10 C 21.666 -19.564 28.444  0.000
11 C 20.540 -11.445 29.553  0.004
12 H 16.191 -9.089 25.596  0.000
13 H 13.996 -12.546 30.611  0.000
14 O 21.347 -14.937 28.137  -0.006
15 H 22.781 -9.353 26.262  0.000
16 C 23.496 -10.171 26.325  0.000
17 H 22.246 -12.749 29.595  0.000
18 H 21.875 -16.223 32.857  0.000
19 O 17.610 -10.461 26.252  0.001
20 H 23.906 -14.643 29.536  0.000
21 H 18.358 -17.273 30.280  0.000
22 H 17.352 -11.765 23.751  0.000
23 H 17.133 -7.252 27.214  0.000
24 O 18.951 -14.634 29.326  0.025
25 H 24.268 -10.103 25.562  0.000
26 O 17.823 -14.027 31.442  0.001
27 H 21.212 -9.494 30.291  0.000
28 S 18.557 -14.954 30.653  0.007
29 H 17.344 -16.738 31.597  0.000
30 S 21.939 -13.230 24.609  0.000
31 C 22.362 -18.390 29.101  0.000
32 H 18.963 -11.358 23.115  0.000
33 H 13.023 -15.042 29.104  0.000
34 C 17.259 -8.327 27.314  0.000
35 H 22.471 -15.056 30.568  0.000
36 H 23.511 -12.286 26.676  0.000
37 O 18.954 -14.934 26.679  -0.287
38 H 19.391 -16.545 33.060  0.000
39 S 16.085 -12.375 28.450  0.006
40 H 21.055 -13.050 30.889  0.001
41 O 22.377 -11.776 24.963  0.001
42 H 23.400 -14.783 23.675  0.000
43 O 19.923 -10.173 25.456  0.001
44 O 18.893 -12.414 25.771  0.005
45 H 18.232 -8.509 27.773  0.000
46 C 16.440 -11.154 29.673  0.000
47 O 15.313 -13.488 29.271  0.000
48 H 20.159 -9.399 28.941  0.001
49 O 17.293 -13.006 28.047  0.017
50 H 16.871 -16.327 29.881  0.000
51 C 21.573 -12.279 30.320  0.002
52 H 24.253 -13.325 24.293  0.000
53 H 20.703 -19.722 28.929  0.000
54 S 22.369 -15.905 28.386  0.005
55 C 18.141 -11.015 23.742  0.000
56 H 19.670 -11.350 30.236  -0.001
57 H 21.471 -19.319 27.401  0.000
58 O 23.295 -16.184 27.344  0.000
59 C 13.975 -13.184 29.727  0.000
60 O 21.211 -13.801 25.716  -0.002
61 H 16.471 -8.728 27.952  0.000
62 C 22.815 -11.517 26.321  0.000
63 C 13.265 -14.485 30.006  0.000
64 H 23.412 -18.274 28.832  0.000
65 O 21.590 -17.198 28.787  0.001
66 H 12.291 -14.326 30.475  0.000
67 O 20.106 -12.014 28.372  -0.017
68 C 23.209 -15.415 29.860  0.001
69 V 19.719 -13.687 27.348  1.240
70 H 22.211 -11.646 30.936  0.000
71 O 21.297 -13.157 23.350  0.000
72 H 22.249 -20.476 28.551  0.000
73 O 19.909 -15.367 31.382  0.001
74 H 21.956 -11.554 26.993  0.002
75 H 15.477 -10.779 30.013  0.000
76 C 23.497 -14.079 24.496  -0.001
77 H 13.833 -15.059 30.741  0.000
78 H 21.669 -14.498 33.089  0.000
79 C 21.249 -15.469 33.347  0.000
80 H 17.778 -10.028 23.483  0.000
81 C 19.838 -15.581 32.815  0.000
82 C 17.677 -16.484 30.593  0.001
83 H 21.849 -9.953 28.691  0.000
84 H 17.840 -8.615 25.263  0.000
85 H 23.991 -10.041 27.292  0.000
86 C 20.976 -9.996 29.349  -0.003
87 O 15.189 -11.776 27.514  0.001
88 H 19.235 -14.784 33.249  0.000

Output
Charge: +1
Energy above the lowest of the compared OMol25 structures with the same formula, charge and spin (kJ/mol): 0.0
LUMO (spin up / spin down) (hartree): -0.0787 / -0.0653
Frontier orbital gap (spin up / spin down) (eV): 9.01 / 9.46
⟨S²⟩: 0.7906
HOMO (spin up / spin down) (eV): -11.1 / -11.2
Multiplicity: 2